--- i ---
Entry from the Open Molecules 2025 dataset: a cluster of 2 separate species, H4O2 in total (ωB97M-V/def2-TZVPD).

XYZ file:
```
6
Properties=species:S:1:pos:R:3:mulliken_charge:R:1
H -0.71012 0.58806 1.57932 0.3423
H 0.53091 -0.36745 1.27149 0.3429
H 0.80116 -0.32097 -1.72942 0.2906
H -0.24517 0.07591 -0.67436 0.4055
O -0.41505 -0.22441 1.15884 -0.7165
O 0.03827 0.24887 -1.60588 -0.6649
```

Output
M, g mol⁻¹: 36.0
Gap between HOMO and LUMO, eV: 11.57
E_LUMO, eV: 0.650
Total charge: 0


--- ii ---
Entry from the Open Molecules 2025 dataset: a cluster of 2 separate species, H4O2 in total (ωB97M-V/def2-TZVPD).

XYZ file:
```
6
Properties=species:S:1:pos:R:3:mulliken_charge:R:1
H 0.05822 -2.54200 -0.50981 0.3252
H -0.22030 -0.98822 -0.46582 0.2825
H -0.21645 1.15992 -0.08867 0.2901
H -0.29639 2.42535 0.70170 0.3142
O 0.46962 -1.67783 -0.28434 -0.6124
O 0.20531 1.62278 0.64693 -0.5995
```

Output
M, g mol⁻¹: 36.0
Gap between HOMO and LUMO, eV: 12.19
E_LUMO, eV: 0.590
Total charge: 0


Least stable structure: ii


--- i ---
Entry from the Open Molecules 2025 dataset: a cluster of 2 separate species, C2H5B in total (ωB97M-V/def2-TZVPD).

XYZ file:
```
8
Properties=species:S:1:pos:R:3:mulliken_charge:R:1
B -0.98076 0.00267 -0.36334 0.1087
C -0.00940 0.10462 0.80224 -0.5000
C 0.48892 0.31479 -0.73822 -0.6382
H -1.74795 -0.86223 -0.85212 -0.0403
H 0.08717 0.81629 1.53910 0.3498
H 0.26922 -1.05719 1.66485 0.1541
H 0.93534 -0.55159 -1.00232 0.2692
H 0.95746 1.23264 -1.05019 0.2968
```

Output
M, g mol⁻¹: 39.9
Gap between HOMO and LUMO, eV: 9.83
E_LUMO, eV: -0.119
Total charge: 0


--- ii ---
Entry from the Open Molecules 2025 dataset: the molecule C2H5B (ωB97M-V/def2-TZVPD).

XYZ file:
```
8
Properties=species:S:1:pos:R:3:mulliken_charge:R:1
B 1.33392 -0.09270 -0.00731 0.1006
C -1.26191 -0.17100 -0.04857 -0.4667
C -0.11343 0.55711 -0.00409 -0.2835
H 1.22645 -1.26635 0.32806 -0.0773
H 2.33768 0.52925 -0.23957 -0.0459
H -2.25111 0.33151 0.22308 0.2069
H -1.35022 -1.26539 0.06884 0.2600
H -0.09501 1.56508 0.26147 0.3058
```

Output
M, g mol⁻¹: 39.9
Gap between HOMO and LUMO, eV: 9.99
E_LUMO, eV: -0.211
Total charge: 0


Least stable structure: i


--- i ---
Entry from the Open Molecules 2025 dataset: the molecule C7H16O2 (ωB97M-V/def2-TZVPD).

XYZ file:
```
25
Properties=species:S:1:pos:R:3:mulliken_charge:R:1
C 0.11042 -0.67777 0.24910 1.0393
C 1.68464 0.00819 0.03523 0.4046
C -0.90912 0.44617 0.19208 0.4806
C -2.36486 -0.23929 0.52869 -1.6261
C -0.11417 -1.83176 -0.72692 -1.9226
C 1.95847 1.49751 -0.06237 -1.5312
C -1.06787 1.21448 -1.11429 -1.3757
O 0.14731 -1.25082 1.55059 -0.7035
O 2.43729 -0.43188 1.18573 -0.6418
H 0.37785 -0.52434 2.16705 0.4227
H 2.17696 -1.31677 1.50614 0.3924
H 2.12765 -0.46379 -0.84931 0.2440
H -0.72900 1.13880 1.01941 0.4164
H 0.76598 -2.48463 -0.74413 0.4380
H -3.04657 0.57620 0.78723 0.4840
H -2.33299 -0.92092 1.38140 0.3646
H -2.76468 -0.76719 -0.34069 0.3440
H -0.30733 -1.49612 -1.74789 0.3222
H -0.95482 -2.45982 -0.41883 0.4156
H 1.44516 2.06065 0.72258 0.3172
H 3.02533 1.71920 0.07768 0.4127
H 1.69723 1.89168 -1.04692 0.3106
H -2.07889 1.62292 -1.21497 0.4349
H -0.42013 2.09213 -1.14574 0.3272
H -0.86387 0.59716 -1.99087 0.2300
```

Output
M, g mol⁻¹: 132.2
Gap between HOMO and LUMO, eV: 10.37
E_LUMO, eV: 0.907
Total charge: 0


--- ii ---
Entry from the Open Molecules 2025 dataset: a cluster of 3 separate species, C7H16O2 in total (ωB97M-V/def2-TZVPD).

XYZ file:
```
25
Properties=species:S:1:pos:R:3:mulliken_charge:R:1
C 0.39503 -0.84217 -1.84809 0.7333
C -0.95426 -0.13102 -1.88266 -1.0878
C 0.34662 -2.09505 -0.98822 -1.2678
O 0.80683 -1.24973 -3.15515 -0.5579
H 0.77892 -0.48309 -3.73751 0.3249
H 1.14323 -0.15189 -1.42979 0.0747
H 1.32022 -2.58275 -0.97546 0.3085
H -0.90451 0.77066 -2.49702 0.3612
H -1.71795 -0.79240 -2.29275 0.3748
H -1.23882 0.16220 -0.87362 0.0376
H 0.06746 -1.83312 0.03054 0.2453
H -0.38737 -2.79311 -1.39059 0.4050
C -1.86856 0.31411 2.32476 -0.7764
C 1.89168 0.49754 1.71323 -1.1598
C 1.09186 1.39400 1.10208 0.8808
C 0.60963 2.43012 0.48390 -0.8455
O -0.65516 0.13471 1.62800 -0.3735
H -2.34591 -0.65016 2.53067 0.2978
H -1.74143 0.86484 3.26454 0.2960
H -2.54168 0.87680 1.68130 0.2539
H 0.25543 -0.13527 2.17571 0.3640
H 2.47468 0.80878 2.57225 0.3189
H 2.34969 -0.28142 1.11598 0.2618
H -0.44933 2.63792 0.45483 0.2637
H 1.27372 3.12951 -0.00692 0.2665
```

Output
M, g mol⁻¹: 132.2
Gap between HOMO and LUMO, eV: 10.08
E_LUMO, eV: 0.818
Total charge: 0


Least stable structure: ii